Entry one
Molecular formula: C10H10N2O
Method: DFT, ωB97M-V/def2-TZVPD

Geometry as XYZ:
```
23
C10H10N2O | the OMol25 dataset | ωB97M-V/def2-TZVPD
N 1.01669 0.76718 0.73948
H 0.14170 -4.63067 -0.47253
H 1.02772 -2.58960 0.77601
H -3.69803 -3.38938 -0.74943
N -1.74663 -3.86914 -0.66517
C 1.71738 2.99259 -0.55812
C 2.15818 2.51452 0.72517
O -1.24924 0.30747 -1.55935
C -2.56441 -1.59671 -1.04133
C 0.46449 -0.21221 0.47367
C 0.19580 -2.52218 0.10388
H 0.83072 2.53358 2.14890
H 1.31288 4.10169 1.79252
H 0.58730 2.73571 -0.58266
H 2.34395 2.80475 2.89773
H 2.05791 2.55871 -1.54033
H -3.26912 -1.10283 -1.64921
C -2.67279 -2.93438 -0.77939
C -1.35112 -0.75402 -0.96258
C 1.72669 3.13040 1.96735
C -0.26300 -1.23613 -0.06476
H 1.69803 4.09590 -0.55775
C -0.46509 -3.70524 -0.44212
```

## Properties
HOMO level (alpha / beta): -6.279 / -6.280 eV
Orbital gap (alpha / beta): 4.37 / 4.37 eV

=====

Entry two
Molecular formula: C10H10N2O
Method: DFT, ωB97M-V/def2-TZVPD

Geometry as XYZ:
```
23
C10H10N2O | the OMol25 dataset | ωB97M-V/def2-TZVPD
H -3.17946 1.57810 -0.82929
C -2.24059 1.86768 -0.11465
H -3.69173 -1.07981 1.16468
N -0.53609 -1.43947 0.00267
N 0.00172 1.34063 -0.18056
H 1.26271 -2.86903 -0.01205
H 3.75519 -2.31455 -0.22555
C -3.14530 -1.17102 0.20413
H -2.03023 3.07156 -0.70533
C 0.67985 -0.97492 -0.05854
C -1.59701 -0.55678 0.08053
C 3.34367 -0.15258 0.20796
H 2.13446 2.89573 0.13827
C 1.73905 -1.86206 -0.10788
C 3.11592 -1.49025 -0.21962
H -2.64649 2.11031 1.13480
C 2.34114 0.83487 0.13938
O 2.87568 2.10745 0.04018
H 4.32208 0.05191 0.20959
H -3.71472 -0.97063 -0.77345
C 0.95676 0.43497 0.15251
C -1.14100 0.81908 -0.04277
H -2.60562 -2.23123 -0.20501
```

## Properties
HOMO level: -8.174 eV
Orbital gap: 7.89 eV

=====

The computed energies, referenced to the most stable structure and given in eV, are entry one 2.493; entry two 0.000.

=====

Entry one
Molecular formula: C4H3NO2
Method: DFT, ωB97M-V/def2-TZVPD

Geometry as XYZ:
```
10
C4H3NO2 | the OMol25 dataset | ωB97M-V/def2-TZVPD
C 0.33893 -0.63415 -1.05467
C 0.64955 1.68178 -1.40232
C 0.02243 0.22958 0.05967
H -1.04384 -1.27957 1.14232
O 0.69635 -1.68096 -1.40498
H 0.36809 -0.64281 1.97895
O 0.56229 0.83398 -2.28764
N -0.01879 1.51385 -0.22271
H -1.10287 0.34769 1.85747
C -0.47214 -0.36939 1.33388
```

## Properties
HOMO level (alpha / beta): -9.064 / -8.422 eV
Orbital gap (alpha / beta): 7.70 / 7.09 eV

=====

Entry two
Molecular formula: C4H3NO2
Method: DFT, ωB97M-V/def2-TZVPD

Geometry as XYZ:
```
10
C4H3NO2 | the OMol25 dataset | ωB97M-V/def2-TZVPD
H -0.79041 -1.28057 -0.87792
O 0.32273 1.18847 -0.11614
C -0.37186 -1.01628 0.12844
C -1.55076 -0.23880 0.46159
H -0.19489 -1.96484 0.62694
C -1.06873 1.16486 0.06075
N 2.02979 -0.42645 -0.04673
O -1.72913 2.15016 -0.08389
C 0.81706 -0.09690 -0.02604
H 2.63688 0.39207 -0.13039
```

## Properties
HOMO level: -10.115 eV
Orbital gap: 8.14 eV

=====

The computed energies, referenced to the most stable structure and given in eV, are entry one 0.000; entry two 0.146.

=====

Entry one
Molecular formula: C4H3NO2
Method: DFT, ωB97M-V/def2-TZVPD

Geometry as XYZ:
```
10
C4H3NO2 | the OMol25 dataset | ωB97M-V/def2-TZVPD
C -0.28292 0.83744 -0.35309
C -0.03252 2.32065 -0.16438
H -0.65976 -3.09328 0.12835
C 0.24797 -1.15041 0.36760
N 0.43901 0.05278 0.55228
O -0.69073 3.12887 -0.75563
H 1.18774 -2.64807 0.55670
O -1.14720 0.39135 -1.06929
H 0.75060 2.57862 0.57632
C 0.18781 -2.41794 0.16116
```

## Properties
SMILES string: C=C=NC(=O)C=O
HOMO level: -9.819 eV
Orbital gap: 8.94 eV

=====

Entry two
Molecular formula: C4H3NO2
Method: DFT, ωB97M-V/def2-TZVPD

Geometry as XYZ:
```
10
C4H3NO2 | the OMol25 dataset | ωB97M-V/def2-TZVPD
C 0.21555 -0.55902 0.61932
H 0.67877 0.83501 1.88822
N 0.39046 0.81442 0.95043
C 0.06244 0.94241 -1.14532
H 0.21330 2.68178 0.21000
O 0.23372 -1.27356 1.57136
O -0.90141 -1.28941 -1.33380
C 0.34132 1.65147 -0.07613
C -0.27877 -0.41384 -0.82436
H -0.32699 1.55986 -2.09280
```

## Properties
SMILES string: O=C1C=CNC1=O
HOMO level: -9.379 eV
Orbital gap: 8.43 eV

=====

Entry three
Molecular formula: C4H3NO2
Method: DFT, ωB97M-V/def2-TZVPD

Geometry as XYZ:
```
10
C4H3NO2 | the OMol25 dataset | ωB97M-V/def2-TZVPD
O -1.34977 -0.56197 1.71743
O -0.75387 1.20368 -1.46256
C -0.98683 0.19433 0.88946
H -1.65606 1.09856 0.68889
H 0.62363 -0.16336 -2.01702
C 1.19642 -1.14983 0.46623
N 1.98078 -2.02255 0.26550
C -0.01659 0.34300 -1.27128
C 0.19768 0.09292 0.23548
H 0.76461 0.96522 0.48786
```

## Properties
SMILES string: N#CC(C=O)C=O
HOMO level: -10.483 eV
Orbital gap: 10.60 eV

=====

The computed energies, referenced to the most stable structure and given in eV, are entry one 1.058; entry two 0.000; entry three 0.774.

=====

Entry one
Molecular formula: C4H3NO2
Method: DFT, ωB97M-V/def2-TZVPD

Geometry as XYZ:
```
10
C4H3NO2 | the OMol25 dataset | ωB97M-V/def2-TZVPD
O -0.21438 -1.03145 -0.09699
N 2.85477 -0.04252 -0.04463
H -0.56621 2.12052 0.00667
H -2.11837 -1.03938 -0.81408
C -1.64661 -0.74830 0.05032
C 0.42221 0.15671 0.19152
O -1.68558 0.67558 -0.08278
H -1.96390 -1.25778 1.02554
C 1.73518 0.04363 -0.00308
C -0.53331 1.10151 0.01665
```

## Properties
SMILES string: N#CC1=COCO1
HOMO level: -8.526 eV
Orbital gap: 9.14 eV

=====

Entry two
Molecular formula: C4H3NO2
Method: DFT, ωB97M-V/def2-TZVPD

Geometry as XYZ:
```
10
C4H3NO2 | the OMol25 dataset | ωB97M-V/def2-TZVPD
H -1.97715 1.81032 -0.09835
C -1.07638 1.31966 -0.51013
N 1.06203 -0.54644 -1.54189
C 0.32281 -0.58287 -0.58139
C -0.74544 0.04073 0.07318
H 2.20732 -0.73034 0.65498
H -1.21923 -0.41075 0.93317
O -0.44050 1.81520 -1.42550
O 0.69654 -1.67177 1.68505
C 1.17000 -1.04374 0.81087
```

## Properties
HOMO level (alpha / beta): -9.326 / -9.495 eV
Orbital gap (alpha / beta): 7.04 / 7.97 eV

=====

The computed energies, referenced to the most stable structure and given in eV, are entry one 0.000; entry two 1.369.